The following is a quantum chemistry calculation of a molecular structure, C6H16Ba2CuO5P at a distorted geometry, from the OMol25 dataset.

CARTESIAN COORDINATES (ANGSTROEM)
Cu (-0.10, 2.93, -4.11)
Ba (1.71, 4.71, -2.74)
Ba (1.82, 1.54, -2.14)
O (0.50, 3.28, -2.15)
H (-0.40, 2.94, -1.98)
C (0.83, -4.21, -0.27)
C (1.15, -2.70, -0.25)
O (-0.02, -2.03, -0.51)
P (0.01, -0.37, -0.50)
O (0.73, 0.26, -1.66)
O (-1.55, 0.13, -0.36)
C (-2.09, 1.40, -0.82)
C (-1.65, 2.54, 0.03)
O (0.72, 0.00, 0.92)
C (-0.03, -0.18, 2.12)
C (0.89, -0.70, 3.18)
H (0.00, -4.59, 0.32)
H (0.41, -4.51, -1.23)
H (1.75, -4.79, -0.31)
H (1.56, -2.30, 0.68)
H (1.82, -2.45, -1.07)
H (-1.77, 1.57, -1.84)
H (-3.18, 1.41, -0.81)
H (-0.76, 2.90, -0.49)
H (-2.41, 3.32, -0.02)
H (-1.56, 2.36, 1.10)
H (-0.41, 0.78, 2.46)
H (-0.94, -0.77, 1.96)
H (1.57, 0.07, 3.55)
H (0.22, -0.82, 4.04)
H (1.18, -1.71, 2.91)

Properties
Relative energy (zero: lowest compared OMol25 entry of this formula, charge and spin) (kJ/mol): 550.8
LUMO energy (eV): -17.463
Net charge: +4
Calculated total energy (eV): -71985.234